Entry from OMol25: 11 unconnected molecules or ions with the total composition C43H66BN2O23S in a non-equilibrium geometry (wB97M-V/def2-TZVPD).

- net charge = +1
- E_LUMO (Eh) = -0.1428

Element x y z (Å)
O1 -4.73461 0.78000 1.14300
B1 -4.32691 2.03105 0.47237
O2 -4.27646 2.11839 -1.02421
O3 -3.88704 3.27580 1.19669
C1 -2.64410 3.65090 0.46124
C2 -1.43693 2.55733 0.64567
N1 -0.39384 3.21883 -0.24994
C3 -0.89781 4.52847 -0.87202
N2 -2.34433 4.82726 -0.44065
S1 -3.41667 6.13528 -0.87498
H1 -4.51186 0.05434 0.45875
H2 -3.43864 1.57677 -1.24669
H3 -1.41687 1.55667 1.25176
H4 0.51720 2.72215 -0.35871
H5 -0.27824 5.24097 -1.60086
H6 -4.44210 5.66622 -1.75464
O4 2.87154 2.97442 -1.54719
C4 3.23444 1.82684 -1.34833
O5 3.62262 1.34196 -0.13244
C5 4.08386 0.00083 -0.28867
C6 3.45057 -0.49162 -1.56356
C7 3.36478 0.76281 -2.39571
H7 5.17742 0.01185 -0.34498
H8 3.77942 -0.59683 0.57547
H9 4.01527 -1.29627 -2.04189
H10 2.44012 -0.86435 -1.35600
H11 4.28055 0.93490 -2.96803
H12 2.49310 0.74867 -3.05404
O6 1.28931 -0.25860 1.82917
C8 1.89994 -0.34212 2.88195
O7 2.61409 -1.43822 3.27279
C9 3.10284 -1.23086 4.59714
C10 3.11044 0.26315 4.78894
C11 1.94108 0.70999 3.94850
H13 2.43267 -1.73681 5.30003
H14 4.10483 -1.65946 4.69173
H15 3.03554 0.56294 5.83759
H16 4.03756 0.68474 4.38183
H17 1.00332 0.68608 4.51051
H18 2.11066 1.70015 3.51928
O8 -5.95648 -0.53491 -0.62816
C12 -7.00082 -0.08793 -1.07284
O9 -7.70265 -0.64929 -2.10070
C13 -8.80697 0.19261 -2.42851
C14 -9.05685 1.01942 -1.19446
C15 -7.67436 1.16894 -0.61156
H19 -8.53318 0.80738 -3.29238
H20 -9.67358 -0.42128 -2.69070
H21 -9.54752 1.97291 -1.40719
H22 -9.69145 0.46072 -0.49579
H23 -7.14743 2.03103 -1.02983
H24 -7.70263 1.22367 0.47914
O10 6.57007 -2.52621 -2.15267
C16 6.86551 -2.80172 -1.00159
O11 6.00352 -2.72303 0.05433
C17 6.71148 -3.01076 1.25923
C18 7.92146 -3.79910 0.83103
C19 8.22338 -3.22700 -0.53094
H25 6.98069 -2.06473 1.74061
H26 6.07025 -3.58297 1.93600
H27 8.75607 -3.72188 1.53290
H28 7.65809 -4.85938 0.73375
H29 8.87148 -2.34843 -0.46873
H30 8.65333 -3.97960 -1.19588
O12 4.36864 -1.97314 7.00282
C20 4.25983 -3.02517 7.61073
O13 5.17263 -3.49084 8.51304
C21 4.78147 -4.79312 8.94526
C22 3.30202 -4.87452 8.67412
C23 3.14292 -4.01121 7.44824
H31 5.34999 -5.53569 8.37556
H32 5.00854 -4.91238 10.00867
H33 2.94514 -5.89877 8.53732
H34 2.74675 -4.43145 9.50981
H35 3.29910 -4.57959 6.52717
H36 2.17274 -3.50925 7.43422
O14 -6.41950 -1.74216 7.00077
C24 -6.35140 -0.77384 6.26192
O15 -6.82697 0.46742 6.57382
C25 -6.67845 1.32376 5.44226
C26 -5.59455 0.69446 4.60676
C27 -5.78314 -0.77721 4.87511
H37 -7.63587 1.37245 4.91298
H38 -6.40546 2.32964 5.77437
H39 -5.65958 0.95801 3.54777
H40 -4.61118 1.01171 4.97468
H41 -6.50999 -1.22553 4.19209
H42 -4.83372 -1.31641 4.83934
O16 0.63714 -0.04726 -4.94104
C28 1.00004 -1.19483 -4.74218
O17 1.38822 -1.67972 -3.52629
C29 1.84946 -3.02085 -3.68252
C30 1.21616 -3.51329 -4.95741
C31 1.13038 -2.25887 -5.78956
H43 2.94302 -3.00983 -3.73883
H44 1.54502 -3.61851 -2.81838
H45 1.78087 -4.31794 -5.43574
H46 0.20572 -3.88603 -4.74984
H47 2.04615 -2.08678 -6.36188
H48 0.25870 -2.27300 -6.44789
O18 4.05806 -0.01197 -6.26046
C32 4.97342 0.79006 -6.17648
O19 6.29071 0.44659 -6.07187
C33 7.06903 1.62748 -5.88347
C34 6.22273 2.75162 -6.42106
C35 4.82126 2.28019 -6.12601
H49 7.27976 1.74016 -4.81480
H50 8.01577 1.53520 -6.42365
H51 6.46120 3.72104 -5.97553
H52 6.36150 2.83441 -7.50591
H53 4.49614 2.57252 -5.12369
H54 4.11310 2.63001 -6.88068
O20 5.07133 4.11152 -8.31553
C36 4.46465 3.66699 -9.27601
O21 3.71001 2.52942 -9.25060
C37 3.23842 2.25078 -10.56808
C38 3.29146 3.56820 -11.29644
C39 4.47223 4.25263 -10.65555
H55 3.89246 1.49852 -11.02140
H56 2.22082 1.85243 -10.51891
H57 3.38497 3.45756 -12.38003
H58 2.37924 4.14197 -11.09232
H59 5.41190 3.99083 -11.14982
H60 4.33940 5.33651 -10.62452
O22 -12.03913 0.32043 4.49616
C40 -11.36638 -0.15699 5.39485
O23 -10.62666 -1.29878 5.27949
C41 -10.06024 -1.62006 6.54903
C42 -10.04592 -0.32462 7.31750
C43 -11.26486 0.38725 6.78757
H61 -10.68557 -2.38072 7.02812
H62 -9.05304 -2.02420 6.41180
H63 -10.05893 -0.46687 8.40135
H64 -9.14615 0.24829 7.06215
H65 -12.16725 0.11769 7.34330
H66 -11.12440 1.47058 6.77830